Entry 1:
Here is a structure of composition C41H58AsF6N3O5SV at a distorted geometry from the Open Molecules 2025 dataset. Energies are from the ωB97M-V functional and the def2-TZVPD basis.

The value obtained for the electronic energy is -171840.0773 eV. As for the HOMO-LUMO gap (alpha / beta): 6.912 / 7.809 eV. Its expectation value of S² is 0.768. The spin multiplicity is 2. The value obtained for the relative energy (zero: lowest compared OMol25 entry of this formula, charge and spin) is 0.0 kJ/mol. The total charge is 0.

Structure (XYZ):
```
116
Properties=species:S:1:pos:R:3:lowdin_charge:R:1
V -0.4444 0.0336 0.0148 1.147
C 2.3724 -1.4338 0.8860 -0.047
N 1.6826 -1.1809 -0.3874 -0.277
C 1.5646 -2.4601 -1.1023 -0.059
C 2.4443 -0.2804 -1.2591 -0.165
C 2.3569 1.1357 -0.7612 -0.112
N 0.9579 1.6143 -0.5987 -0.166
C 0.9952 2.7291 0.3934 -0.105
C 1.4551 2.3310 1.7616 -0.140
C 2.4354 3.0576 2.4053 0.021
C 2.8177 2.7476 3.7090 -0.150
C 2.1237 1.7312 4.3450 0.037
C 1.0954 0.9825 3.7587 -0.063
C 0.8369 1.2572 2.4146 -0.208
O 0.0209 0.4903 1.6389 -0.176
C 0.3585 -0.0384 4.6324 -0.518
C 1.1568 -1.3478 4.6531 -0.028
C 0.2419 0.4952 6.0700 -0.054
C -1.0685 -0.3037 4.1488 -0.042
C 3.9261 3.5472 4.3889 -0.558
C 3.4671 5.0037 4.5439 -0.043
C 4.2704 2.9955 5.7723 -0.064
C 5.1947 3.5029 3.5263 -0.048
C 0.4575 2.2416 -1.8537 -0.099
C 0.3378 1.3610 -3.0626 -0.131
C 0.7804 1.8202 -4.2900 0.031
C 0.5744 1.0698 -5.4414 -0.149
C -0.0955 -0.1390 -5.3034 0.020
C -0.5625 -0.6640 -4.0967 -0.053
C -0.3087 0.1259 -2.9652 -0.210
O -0.6028 -0.2663 -1.6995 -0.202
C -1.3341 -1.9914 -4.1810 -0.517
C -1.8613 -2.5629 -2.8674 -0.049
C -2.5569 -1.7484 -5.0818 -0.033
C -0.4307 -3.0580 -4.8185 -0.037
C 1.0488 1.5179 -6.8219 -0.558
C 1.7112 2.8950 -6.7815 -0.069
C -0.1490 1.5879 -7.7786 -0.042
C 2.0686 0.5035 -7.3559 -0.042
H 3.3900 -1.8031 0.7045 0.104
H 1.8141 -2.1886 1.4372 0.087
H 2.4309 -0.5401 1.5009 0.079
H 2.5662 -2.8461 -1.3301 0.106
H 1.0335 -2.3025 -2.0394 0.072
H 1.0304 -3.1895 -0.5041 0.069
H 2.0414 -0.3682 -2.2667 0.117
H 3.5003 -0.5836 -1.3050 0.139
H 2.8913 1.8288 -1.4210 0.145
H 2.8323 1.1943 0.2180 0.121
H -0.0100 3.1435 0.4622 0.111
H 1.6668 3.5011 -0.0011 0.136
H 2.9009 3.8805 1.8751 0.119
H 2.3779 1.4983 5.3673 0.091
H 2.1500 -1.1885 5.0789 0.087
H 1.2665 -1.7582 3.6501 0.058
H 0.6372 -2.0942 5.2558 0.094
H 1.2001 0.5628 6.5851 0.072
H -0.3818 -0.1902 6.6447 0.087
H -0.2303 1.4787 6.0862 0.096
H -1.0983 -0.8084 3.1921 0.041
H -1.6322 0.6295 4.0707 0.099
H -1.5769 -0.9488 4.8672 0.096
H 2.5647 5.0612 5.1544 0.092
H 3.2479 5.4578 3.5769 0.079
H 4.2469 5.5966 5.0257 0.086
H 3.4282 3.0743 6.4615 0.087
H 5.0960 3.5692 6.1954 0.086
H 4.5797 1.9500 5.7233 0.090
H 5.0339 3.9489 2.5445 0.074
H 5.5290 2.4742 3.3806 0.091
H 5.9987 4.0571 4.0138 0.085
H 1.1244 3.0787 -2.0910 0.131
H -0.5226 2.6578 -1.6101 0.136
H 1.2790 2.7796 -4.3317 0.109
H -0.2769 -0.7201 -6.1990 0.102
H -2.5908 -1.9118 -2.3978 0.067
H -1.0822 -2.7746 -2.1438 0.062
H -2.3590 -3.5091 -3.0861 0.098
H -3.1854 -0.9623 -4.6606 0.093
H -3.1480 -2.6632 -5.1451 0.090
H -2.2729 -1.4596 -6.0951 0.076
H 0.4183 -3.2866 -4.1713 0.082
H -0.0417 -2.7575 -5.7922 0.074
H -1.0010 -3.9778 -4.9557 0.090
H 1.0244 3.6619 -6.4190 0.088
H 2.0233 3.1773 -7.7876 0.086
H 2.5999 2.8979 -6.1479 0.085
H -0.9107 2.2696 -7.3976 0.093
H -0.6123 0.6113 -7.9194 0.078
H 0.1746 1.9465 -8.7573 0.085
H 2.9388 0.4472 -6.6997 0.090
H 2.4081 0.7972 -8.3509 0.086
H 1.6374 -0.4953 -7.4285 0.078
O -1.8070 3.0292 1.5934 0.085
C -2.4990 2.3203 0.8915 -0.461
N -2.0439 1.3265 0.0464 -0.130
S -3.2973 0.5596 -0.7296 0.664
O -3.2069 -0.8168 -0.3345 -0.291
O -3.3520 0.8582 -2.1329 -0.261
C -4.5789 1.4574 0.0685 -0.209
C -5.9464 1.3433 -0.0832 -0.019
C -6.7322 2.2327 0.6369 -0.057
C -6.1549 3.1991 1.4603 -0.055
C -4.7771 3.2986 1.5887 0.008
C -3.9945 2.4073 0.8756 -0.128
H -6.3831 0.5920 -0.7257 0.126
H -7.8094 2.1752 0.5584 0.109
H -6.7947 3.8786 2.0076 0.108
H -4.3107 4.0389 2.2241 0.124
F -0.7430 -1.9760 0.4909 -0.327
As -1.5869 -3.4352 1.3629 0.785
F -2.5352 -3.6681 -0.0403 -0.202
F -0.3388 -4.4066 0.6566 -0.234
F -2.2758 -4.7563 2.1962 -0.211
F -0.5061 -3.0658 2.6658 -0.229
F -2.7221 -2.3145 1.9913 -0.212
```

Entry 2:
Here is a cluster of 6 separate species, C6H22NO6 in total at a distorted geometry from the Open Molecules 2025 dataset. Energies are from the ωB97M-V functional and the def2-TZVPD basis.

The value obtained for the electronic energy is -20352.3128 eV. As for the HOMO-LUMO gap: 8.070 eV. The value obtained for the relative energy (zero: lowest compared OMol25 entry of this formula, charge and spin) is 269.9 kJ/mol. The total charge is -1.

Structure (XYZ):
```
35
Properties=species:S:1:pos:R:3:lowdin_charge:R:1
C 0.6931 -2.8122 1.2377 -0.080
C -0.2470 -1.9676 0.3380 -0.428
C 0.2373 -2.0541 -1.2074 -0.141
C -0.6640 -1.1273 -2.0381 -0.218
C -1.9124 -1.3916 -2.2161 -0.044
N -0.6190 -0.6534 0.8431 -0.054
C 0.4433 0.4194 0.9592 -0.428
O 0.2836 1.4718 0.1313 -0.309
H 1.4423 -3.3062 0.6383 0.054
H 0.0290 -3.5840 1.7621 0.086
H 1.0507 -2.0977 2.0130 0.072
H -1.2901 -2.5644 0.4281 0.150
H 0.3669 -3.1281 -1.3838 0.100
H 1.2094 -1.4455 -1.2326 0.115
H -0.3003 -0.1669 -2.4469 0.094
H -2.6132 -2.2286 -1.9120 0.082
H -2.5374 -0.6669 -2.7795 0.058
H -1.3548 -0.1856 0.1810 0.140
H 0.5848 0.8741 2.0666 0.117
H 1.5218 -0.0777 0.8184 0.124
H -0.9589 -1.8654 3.5253 -0.057
H -0.5813 -0.6411 2.9727 -0.059
O -0.8326 -1.0284 3.7609 0.013
H -0.5079 2.5365 2.2821 -0.023
H 0.2759 3.6106 2.4579 -0.024
O -0.3357 3.1662 2.9376 0.002
H 2.0512 1.3298 -1.8006 0.042
H 3.0112 2.5704 -1.8705 0.011
O 2.5869 1.9134 -2.4083 -0.099
H 0.9524 2.6581 -0.3669 -0.115
H 0.8107 3.2068 -1.6860 0.065
O 1.1743 3.5013 -0.7605 -0.158
H -1.1772 2.0201 -0.9220 0.041
H -1.2079 1.5724 -2.4784 -0.035
O -1.5851 2.1416 -1.8438 -0.095
```

Entry 3:
Here is a cluster of 3 separate species, C5H11NO in total at a distorted geometry from the Open Molecules 2025 dataset. Energies are from the ωB97M-V functional and the def2-TZVPD basis.

The value obtained for the electronic energy is -8895.1760 eV. As for the HOMO-LUMO gap: 6.616 eV. The value obtained for the relative energy (zero: lowest compared OMol25 entry of this formula, charge and spin) is 629.2 kJ/mol. The total charge is 0.

Structure (XYZ):
```
18
Properties=species:S:1:pos:R:3:lowdin_charge:R:1
C -0.5887 1.9984 1.1469 -0.107
N 0.1802 0.6423 -1.2198 0.101
C 0.4751 0.0379 0.0253 -0.423
C -0.1356 0.5695 1.1405 -0.159
C 1.9664 -1.8821 -0.8601 -0.039
C 1.5310 -0.8976 -0.0300 -0.146
H 0.2072 2.6620 0.8136 0.084
H -1.0671 2.2121 2.0981 0.068
H -1.4615 2.1998 0.5016 0.073
H -0.7506 0.4409 -1.5632 0.086
H 0.9045 0.4502 -1.8997 0.079
H -0.1547 -0.0754 2.0177 0.109
H 1.3311 -2.7646 -0.8655 0.074
H 3.0370 -2.0383 -0.8940 0.039
H 2.2584 -1.1754 1.3905 0.214
H -1.8056 -0.1210 0.3725 -0.018
H -3.3385 -0.7626 0.1271 0.035
O -2.4613 -0.5663 -0.1969 -0.069
```

Entry 4:
Here is an isolated molecule of CHN3O2 at a distorted geometry from the Open Molecules 2025 dataset. Energies are from the ωB97M-V functional and the def2-TZVPD basis.

The value obtained for the electronic energy is -9615.4445 eV. As for the HOMO-LUMO gap: 10.423 eV. The structure (SMILES) is O=c1nn[nH]o1. The value obtained for the relative energy (zero: lowest compared OMol25 entry of this formula, charge and spin) is 189.3 kJ/mol. The total charge is 0.

Structure (XYZ):
```
7
Properties=species:S:1:pos:R:3:lowdin_charge:R:1
O 2.2449 0.0451 -0.0505 0.120
C 1.0597 0.1762 -0.0266 -0.521
N 0.2327 1.3205 0.0229 0.124
N -0.9845 0.8341 -0.0760 0.032
N -0.9861 -0.4283 -0.0812 -0.049
O 0.2267 -0.9492 -0.0137 0.092
H -1.7935 -0.9984 0.2251 0.201
```

Entry 5:
Here is a cluster of 2 separate species, C3H5N3 in total at a distorted geometry from the Open Molecules 2025 dataset. Energies are from the ωB97M-V functional and the def2-TZVPD basis.

The value obtained for the electronic energy is -7658.9129 eV. As for the HOMO-LUMO gap: 9.980 eV. The value obtained for the relative energy (zero: lowest compared OMol25 entry of this formula, charge and spin) is 341.8 kJ/mol. The total charge is 0.

Structure (XYZ):
```
11
Properties=species:S:1:pos:R:3:lowdin_charge:R:1
C -2.0891 -0.6314 0.1063 -0.074
C -1.3726 -0.7516 -1.1592 -0.304
N -0.7841 -0.8627 -2.1504 0.128
N 3.2727 0.7057 1.1404 0.068
N 2.2019 0.6860 0.5248 -0.228
C 1.1085 0.5700 0.0556 0.069
H -1.4187 -0.2272 0.8721 0.064
H -2.9500 0.0321 -0.0075 0.085
H -2.4320 -1.6231 0.4092 0.085
H 3.5821 1.6796 1.2020 0.069
H 0.8813 0.4225 -0.9932 0.039
```

Entry 6:
Here is a cluster of 2 separate species, C3H5INO2 in total at a distorted geometry from the Open Molecules 2025 dataset. Energies are from the ωB97M-V functional and the def2-TZVPD basis.

The value obtained for the electronic energy is -16877.5032 eV. As for the HOMO-LUMO gap: 5.787 eV. The value obtained for the relative energy (zero: lowest compared OMol25 entry of this formula, charge and spin) is 93.9 kJ/mol. The total charge is -1.

Structure (XYZ):
```
12
Properties=species:S:1:pos:R:3:lowdin_charge:R:1
C -3.4041 -1.4221 -2.2319 -0.489
C 0.8379 0.4699 0.2406 -0.185
C 0.0066 -0.6577 -0.4810 -0.622
N -0.9273 -0.1939 -1.4852 -0.675
O -3.2918 -1.2205 -3.3829 0.107
O -3.6965 -1.7140 -1.1660 0.174
I -0.0625 0.3288 -3.2693 0.411
H 1.8530 0.1882 0.5667 0.026
H 1.1760 1.2569 -0.5504 0.039
H 0.1324 0.8385 1.1062 0.078
H 0.6168 -1.5235 -0.7672 0.046
H -0.5545 -1.2174 0.3541 0.090
```